{"formula": "C44H35MnN7O9P2S", "method": "the ωB97M-V functional and the def2-TZVPD basis", "total_charge": 0, "multiplicity": 6, "e_homo_ha": [-0.2681, -0.2691], "orbital_gap_ev": [6.67, 6.68], "e_tot_ev": -135784.4764, "e_above_lowest_kcal_mol": 0.0, "symbols": ["Mn", "N", "C", "S", "N", "N", "C", "C", "C", "C", "C", "C", "C", "C", "C", "C", "C", "C", "N", "H", "H", "H", "H", "H", "H", "H", "H", "H", "H", "H", "O", "P", "C", "P", "O", "C", "C", "C", "C", "C", "C", "C", "C", "C", "C", "C", "C", "C", "C", "C", "C", "C", "C", "C", "C", "C", "C", "C", "C", "H", "H", "H", "H", "H", "H", "H", "H", "H", "H", "H", "H", "H", "H", "H", "H", "H", "H", "H", "H", "H", "H", "O", "N", "O", "C", "C", "C", "C", "O", "C", "C", "N", "O", "O", "N", "O", "O", "H", "H"], "xyz": [[-0.28853, -0.47811, 0.49157], [-3.85670, 2.03900, 1.39644], [-2.64268, 1.61784, 0.93592], [-2.56937, 0.82061, -0.59988], [-1.63452, 1.96579, 1.72920], [-0.45190, 1.41127, 1.38029], [0.63681, 1.96226, 1.76790], [0.71063, 3.19230, 2.59511], [-0.05027, 4.32239, 2.30168], [0.05892, 5.46317, 3.08639], [0.91031, 5.48276, 4.18322], [1.65334, 4.35258, 4.49759], [1.55806, 3.21774, 3.70241], [1.89110, 1.28769, 1.29513], [3.09661, 1.96467, 1.18488], [4.17464, 1.33179, 0.58956], [4.04324, 0.02581, 0.14709], [2.81972, -0.59272, 0.31402], [1.77414, 0.02706, 0.85532], [-4.65135, 1.63347, 0.94184], [-3.93272, 2.24988, 2.37939], [-0.72295, 4.30253, 1.45545], [-0.52700, 6.34078, 2.84012], [0.99382, 6.37663, 4.79337], [2.30455, 4.35224, 5.36284], [2.13188, 2.33157, 3.95417], [3.16463, 2.98850, 1.52894], [5.11458, 1.85849, 0.46948], [4.86867, -0.50601, -0.31037], [2.65757, -1.62656, 0.02358], [1.13632, 1.76546, -1.61900], [1.27245, 1.77983, -3.09276], [1.07803, 0.15553, -3.89567], [-0.06690, -1.08135, -3.17918], [-0.24701, -1.05312, -1.70031], [-1.64375, -0.95962, -4.01034], [-2.03657, 0.12273, -4.79142], [-3.32038, 0.15560, -5.32351], [-4.20496, -0.88363, -5.07294], [-3.81791, -1.96745, -4.28933], [-2.53945, -2.00624, -3.75807], [0.70090, -2.62008, -3.69736], [1.36435, -3.36421, -2.72537], [2.00398, -4.54869, -3.07958], [1.97261, -4.98198, -4.40038], [1.31228, -4.23619, -5.37181], [0.67594, -3.05436, -5.02290], [0.08527, 2.83773, -3.91624], [0.13478, 3.08066, -5.29242], [-0.86600, 3.82409, -5.89538], [-1.92411, 4.31248, -5.12926], [-1.96333, 4.08886, -3.75912], [-0.94765, 3.36065, -3.14318], [2.90373, 2.37311, -3.59193], [3.96612, 1.54673, -3.95242], [5.22663, 2.08746, -4.18100], [5.43319, 3.45385, -4.04558], [4.37972, 4.28545, -3.67997], [3.12201, 3.74824, -3.45352], [2.03972, -0.34908, -3.82047], [0.84342, 0.30006, -4.95401], [-1.35849, 0.95118, -4.97243], [-3.62884, 0.99775, -5.93196], [-5.20603, -0.85023, -5.48840], [-4.51194, -2.77707, -4.09138], [-2.22941, -2.84174, -3.13622], [1.37707, -3.00453, -1.70106], [2.51695, -5.13549, -2.32552], [2.46201, -5.91030, -4.67468], [1.29063, -4.58170, -6.39874], [0.14901, -2.47487, -5.77681], [0.95997, 2.69495, -5.88738], [-0.82935, 4.02330, -6.96042], [-2.72041, 4.87155, -5.60986], [-2.78845, 4.46311, -3.16364], [-0.96674, 3.16049, -2.07549], [3.83118, 0.47602, -4.05280], [6.04866, 1.43888, -4.46086], [6.41679, 3.87281, -4.22723], [4.54220, 5.35138, -3.56869], [2.29908, 4.39253, -3.15840], [-3.26622, -7.28055, -1.44964], [-3.61292, -6.13704, -1.21981], [-4.70602, -5.67328, -1.49618], [-2.65092, -5.25022, -0.54815], [-1.32070, -5.62360, -0.46983], [-0.39123, -4.74625, -0.00067], [-0.74523, -3.39331, 0.40266], [0.06944, -2.48732, 0.61476], [-2.17622, -3.19100, 0.51413], [-3.08722, -4.06225, -0.01997], [-2.72500, -2.02349, 1.18473], [-1.97732, -1.19370, 1.61238], [-3.90136, -1.92217, 1.29230], [0.99723, -5.25773, 0.03063], [1.90979, -4.51007, 0.29766], [1.15351, -6.44330, -0.21505], [-1.00930, -6.60387, -0.79840], [-4.13944, -3.81239, -0.00606]], "forces_ev_per_angstrom": [[-0.54, 0.16, -1.76], [0.12, -0.08, -0.16], [0.04, 0.17, 0.11], [0.27, 0.12, 0.43], [-0.15, -0.33, -0.09], [-0.34, 0.61, 0.02], [0.69, 0.03, 0.20], [0.12, 0.00, -0.01], [0.05, 0.12, -0.05], [0.00, -0.07, -0.07], [0.02, 0.00, 0.04], [-0.02, -0.04, -0.05], [-0.02, 0.01, 0.07], [-0.26, 0.19, -0.08], [0.11, 0.18, 0.05], [0.03, 0.12, 0.05], [0.10, -0.05, -0.01], [-0.07, -0.13, 0.02], [0.14, 0.14, 0.17], [-0.17, -0.03, -0.05], [0.09, 0.00, -0.05], [0.02, 0.01, 0.03], [0.01, -0.04, 0.01], [-0.02, -0.10, -0.05], [0.00, 0.00, -0.03], [0.00, 0.06, -0.02], [0.04, -0.06, -0.03], [-0.06, -0.01, 0.01], [-0.07, 0.03, 0.04], [-0.04, 0.06, -0.03], [-0.06, -0.08, 0.12], [0.08, -0.11, 0.34], [-0.06, 0.00, 0.19], [-0.18, 0.27, 0.15], [0.51, 0.02, 0.21], [-0.15, -0.10, -0.13], [0.00, -0.04, 0.03], [0.01, -0.01, 0.00], [0.00, -0.02, -0.01], [0.03, 0.02, 0.01], [0.00, 0.12, -0.05], [-0.04, -0.17, -0.05], [0.09, -0.05, -0.06], [-0.04, 0.03, -0.04], [0.00, 0.01, 0.07], [0.01, 0.02, 0.02], [-0.02, 0.02, 0.02], [-0.16, 0.21, -0.04], [0.02, 0.03, 0.09], [-0.05, 0.00, 0.01], [0.00, -0.01, 0.05], [0.06, -0.05, -0.02], [-0.10, -0.06, -0.07], [0.12, 0.10, -0.14], [0.01, 0.09, 0.01], [-0.01, 0.04, 0.02], [-0.02, -0.03, -0.01], [0.00, -0.03, 0.00], [0.03, -0.09, -0.02], [0.09, -0.03, -0.09], [0.10, -0.12, 0.01], [-0.11, -0.09, -0.01], [0.02, -0.03, 0.05], [0.07, -0.01, 0.03], [0.06, 0.07, -0.01], [-0.05, 0.04, -0.04], [-0.03, -0.08, -0.03], [-0.03, 0.05, -0.03], [-0.04, 0.07, 0.03], [-0.01, 0.02, 0.05], [0.02, -0.07, 0.06], [-0.07, 0.04, 0.05], [-0.01, -0.03, 0.06], [0.08, -0.03, 0.05], [0.06, -0.01, -0.06], [-0.04, -0.05, -0.11], [0.02, 0.07, -0.01], [-0.05, 0.03, 0.01], [-0.07, -0.03, 0.02], [-0.02, -0.06, -0.01], [0.07, -0.02, -0.03], [0.01, 0.17, -0.06], [0.06, 0.04, 0.36], [0.18, -0.04, 0.02], [-0.22, -0.44, -0.41], [-0.25, -0.42, -0.25], [0.34, 0.34, 0.19], [-0.52, -0.53, -0.06], [1.11, -0.13, 0.44], [0.19, -0.22, -0.12], [-0.47, 0.14, 0.05], [-0.02, -1.73, -1.21], [1.72, 1.65, 1.53], [-2.07, -0.12, 0.18], [-0.45, -0.21, -0.01], [0.11, 0.47, 0.06], [-0.02, 0.08, -0.03], [-0.02, 0.01, -0.05], [0.04, -0.03, -0.03]]}

=====

{"formula": "C15H18", "method": "the ωB97M-V functional and the def2-TZVPD basis", "total_charge": 1, "multiplicity": 2, "e_homo_ha": [-0.4116, -0.4116], "orbital_gap_ev": [6.70, 3.06], "e_tot_ev": -15837.6850, "e_above_lowest_kcal_mol": 14.2, "symbols": ["C", "C", "C", "C", "C", "C", "C", "C", "H", "H", "H", "H", "H", "H", "H", "H", "H", "H", "C", "C", "C", "C", "C", "C", "C", "H", "H", "H", "H", "H", "H", "H", "H"], "xyz": [[0.00420, -1.51296, -1.39811], [-0.07371, -3.03909, -1.45516], [1.41860, -1.04906, -1.64247], [2.28222, -0.86272, -0.54485], [1.88877, -0.92593, -2.94708], [3.57150, -0.50933, -0.87263], [3.16640, -0.41959, -3.22498], [4.00471, -0.15509, -2.15618], [-0.69852, -1.14108, -2.14703], [-0.37202, -1.14454, -0.44228], [0.65497, -3.58869, -0.85013], [1.91996, -0.97877, 0.46456], [1.26025, -1.39815, -3.68861], [4.30052, -0.47589, -0.06517], [3.47143, -0.22906, -4.24429], [5.02282, 0.20290, -2.19312], [0.09978, -3.47496, -2.43905], [-1.01624, -3.33870, -0.98317], [-2.01514, 0.56123, 3.97413], [-1.53173, 1.33077, 0.33884], [-1.57460, 0.63091, 1.51176], [-2.14616, 2.58514, 0.21971], [-2.12016, 1.27140, 2.68257], [-2.87411, 3.11896, 1.32103], [-2.70423, 2.56268, 2.56196], [-0.81034, 1.03482, -0.41493], [-1.05615, -0.31502, 1.55961], [-1.77131, 3.26593, -0.52986], [-3.33994, 4.09117, 1.22352], [-1.90655, 1.11467, 4.90305], [-1.16260, -0.12578, 3.89602], [-3.06190, 3.07310, 3.44481], [-2.83073, -0.15926, 4.13752]], "forces_ev_per_angstrom": [[0.36, -0.60, -0.50], [-0.19, -0.72, 1.06], [-0.18, 0.16, 0.62], [-0.50, 0.21, -1.92], [0.27, -0.30, 0.43], [0.91, 0.55, 1.02], [-0.42, 0.05, 0.16], [-0.33, -0.78, 0.87], [0.15, 0.21, -0.11], [0.18, -0.16, 0.19], [0.32, 0.64, 0.22], [0.18, -0.18, 0.18], [-0.07, 0.61, -0.55], [-0.04, 0.27, -0.10], [0.05, -0.13, -0.04], [-0.01, 0.06, -0.61], [-0.55, 0.33, -0.18], [-0.18, -0.25, -0.73], [0.66, -1.04, 0.00], [0.79, -0.33, -0.06], [-0.14, 0.73, -0.30], [0.55, 0.24, 1.00], [0.01, -0.44, 0.29], [0.43, 0.47, 0.48], [-0.59, -0.03, -0.60], [-0.45, -0.30, -0.27], [-0.03, -0.08, 0.33], [-0.53, -0.02, -0.50], [-0.13, -0.08, -0.02], [-0.20, 0.54, -0.28], [0.03, 0.16, 0.13], [-0.06, -0.05, 0.04], [-0.30, 0.29, -0.27]]}

=====

{"formula": "C2H6ClN2P", "method": "the ωB97M-V functional and the def2-TZVPD basis", "total_charge": 0, "e_homo_ha": -0.3220, "orbital_gap_ev": 9.07, "e_tot_ev": -26960.0638, "smiles": "ClN1CCNP1", "e_above_lowest_kcal_mol": 45.7, "symbols": ["C", "C", "N", "N", "P", "Cl", "H", "H", "H", "H", "H", "H"], "xyz": [[0.47556, 0.25727, -0.00628], [-0.36441, -0.75015, -0.69521], [-0.37119, 1.18412, 0.70634], [-1.27603, -1.29501, 0.24069], [-1.61214, 0.32775, 1.55292], [-2.81828, -1.82477, -0.44220], [0.92632, -0.26869, 0.78695], [1.11983, 0.70151, -0.64150], [-1.06014, -0.23490, -1.45243], [0.26945, -1.36088, -1.27870], [-0.55864, 2.08542, 0.32061], [-0.59278, 0.08161, 2.57483]], "forces_ev_per_angstrom": [[-2.48, -0.53, 2.17], [-2.91, 2.25, -2.61], [-1.23, 0.48, 0.48], [-0.83, 0.22, 3.43], [2.00, -0.87, -1.63], [0.90, 0.50, 0.17], [1.57, -0.86, 0.81], [2.33, 1.56, -1.90], [1.36, -0.14, 0.36], [0.51, -1.66, -0.23], [-0.30, 0.12, -0.61], [-0.91, -1.08, -0.43]]}

=====

{"formula": "C8H11N5O", "method": "the ωB97M-V functional and the def2-TZVPD basis", "total_charge": 0, "e_homo_ha": -0.3115, "orbital_gap_ev": 8.21, "e_tot_ev": -17969.8348, "smiles": "C=CCNc1ncnc(NC)c1N=O", "e_above_lowest_kcal_mol": 64.5, "symbols": ["C", "C", "C", "C", "C", "C", "C", "C", "H", "H", "H", "H", "H", "H", "H", "H", "H", "H", "H", "N", "N", "N", "N", "N", "O"], "xyz": [[-2.07433, -3.07050, 1.61905], [-0.96170, -0.74347, 1.49220], [0.18451, 1.24170, 1.79532], [-0.01200, 0.56264, -0.33008], [1.08516, 1.84933, -2.08397], [2.60560, 1.56015, -1.90368], [3.40950, 2.37086, -1.17031], [-0.67721, -0.61001, 0.09549], [-1.30085, -3.57367, 1.02821], [-2.91894, -2.95704, 0.97985], [-2.40439, -3.68003, 2.49711], [-1.62347, -1.54014, 3.10268], [0.63344, 1.91284, 2.51512], [-0.04635, 0.03738, -2.27279], [0.77798, 2.72974, -1.48513], [0.77025, 2.02569, -3.09267], [2.92194, 0.56829, -2.32927], [3.03455, 3.33053, -0.70497], [4.46121, 2.07727, -1.12049], [-1.53721, -1.80157, 2.10016], [-0.47060, 0.20749, 2.32466], [0.45774, 1.49199, 0.54312], [0.25133, 0.73562, -1.61092], [-1.19204, -1.57841, -0.65163], [-1.02838, -1.66009, -1.89243]], "forces_ev_per_angstrom": [[0.65, -0.31, 0.68], [1.12, 0.15, -0.02], [-0.12, -1.03, 0.75], [0.90, 0.40, 0.31], [0.37, 0.11, 1.38], [-0.69, 0.49, 0.60], [-1.00, -0.59, -1.10], [-0.61, 0.38, 0.85], [-0.24, -0.14, 0.31], [-0.65, 0.32, -0.50], [0.57, 0.55, -0.66], [0.00, -0.76, -1.03], [-0.18, 0.23, 0.14], [-0.20, -0.40, 0.15], [0.48, -0.37, -0.39], [0.24, 0.08, -0.74], [0.01, 1.24, 0.44], [0.55, -1.35, -0.59], [-0.28, 0.42, 0.35], [-0.18, 1.38, 1.34], [-0.51, -0.08, 0.19], [-0.36, -0.26, -1.06], [0.62, 0.66, -0.71], [-0.71, -2.01, -1.69], [0.21, 0.90, 1.02]]}

=====

{"formula": "C3H8N2O", "method": "the ωB97M-V functional and the def2-TZVPD basis", "total_charge": 0, "e_homo_ha": [-0.3340, -0.3626], "orbital_gap_ev": [8.86, 9.80], "e_tot_ev": -8261.6445, "e_above_lowest_kcal_mol": 177.1, "symbols": ["C", "C", "C", "N", "N", "O", "H", "H", "H", "H", "H", "H", "H", "H"], "xyz": [[-1.38904, 1.42044, -0.27735], [-0.36707, 0.35573, -0.85766], [1.00432, 0.32056, 0.00659], [0.85490, -2.89750, 1.75101], [0.68140, -0.36953, 1.18976], [1.03177, -1.69837, 0.99535], [-1.68087, 1.51231, 0.83445], [-2.35910, 1.39508, -0.68337], [-1.03836, 2.42164, -0.55007], [-0.71294, -0.69136, -1.01577], [-0.10046, 0.60651, -1.92858], [1.11954, 1.42883, 0.19650], [1.79951, -0.16866, -0.66568], [1.15640, -3.63568, 1.00484]], "forces_ev_per_angstrom": [[0.81, 0.22, 1.18], [0.30, 0.03, -0.30], [-1.09, 0.43, -2.98], [-0.14, 2.03, -1.15], [0.05, -2.61, 2.71], [0.63, -1.08, -1.76], [1.33, -0.86, -1.34], [-1.18, -0.55, -1.15], [0.24, -0.11, 0.09], [-0.23, 0.70, 0.80], [-0.19, 0.36, 1.20], [0.67, -1.41, 0.28], [-0.88, 0.86, 1.31], [-0.34, 1.99, 1.12]]}

=====

{"formula": "C6H12NO", "method": "the ωB97M-V functional and the def2-TZVPD basis", "total_charge": 1, "e_homo_ha": -0.5030, "orbital_gap_ev": 8.91, "e_tot_ev": -9944.6047, "smiles": "C=[N+](C)/C(C)=C\\OC", "e_above_lowest_kcal_mol": 57.7, "symbols": ["C", "C", "C", "C", "C", "C", "N", "O", "H", "H", "H", "H", "H", "H", "H", "H", "H", "H", "H", "H"], "xyz": [[-1.26485, -1.25756, -0.09095], [0.02132, -0.90712, -0.04787], [-2.16176, 0.91149, -0.46649], [1.19289, -1.80758, 0.17311], [0.06352, 1.09147, 1.13270], [1.65584, 0.87655, -0.52102], [0.48786, 0.40501, 0.17562], [-2.35168, -0.45988, -0.22283], [-1.48809, -2.34367, -0.22206], [-1.64857, 1.17137, -1.41953], [-3.08411, 1.34883, -0.52413], [1.70747, -1.46608, 1.14895], [1.88655, -1.70390, -0.73402], [1.04038, -2.93945, 0.24819], [-0.52193, 0.70398, 1.90354], [0.43026, 2.09956, 1.17630], [-1.70271, 1.36314, 0.43351], [2.38832, 0.04278, -0.53381], [1.38010, 1.11031, -1.60501], [1.96918, 1.76077, -0.00419]], "forces_ev_per_angstrom": [[-0.86, -0.27, -1.06], [0.59, -1.04, 0.82], [1.53, -0.09, 0.29], [1.66, -1.83, -0.37], [0.53, 1.67, 0.54], [0.18, -0.21, -2.77], [0.18, -0.60, -0.24], [0.66, -0.88, -0.16], [-0.04, 1.10, 0.47], [0.24, -0.52, 0.76], [-2.61, 0.77, -0.23], [-0.48, -0.67, -1.60], [-0.65, -0.34, 1.54], [-0.39, 1.76, -0.05], [-1.17, -0.67, 0.87], [0.03, 0.36, 0.45], [-0.25, 0.25, -0.76], [-0.24, 1.17, 0.16], [0.42, -0.27, 1.40], [0.68, 0.29, -0.08]]}